# 1
The following is a DFT calculation (ωB97M-V/def2-TZVPD) of one molecule with the formula C3H4Br2S at a distorted geometry.

## Properties
Net charge: 0
ΔE to the lowest compared entry with this formula, charge and spin in kJ/mol: 346.5
Lowest unoccupied orbital energy (alpha / beta) in eV: -1.471 / -0.751

```
10
Properties=species:S:1:pos:R:3:forces:R:3
C -0.29161 1.45752 -0.19943 2.000 -0.206 -3.500
C 0.76074 -1.42628 -0.24888 -0.363 0.150 2.357
C -0.91907 0.50580 0.51126 -1.656 -0.270 0.248
S 1.28881 1.95818 0.17451 -0.546 0.938 0.723
Br 2.37738 -0.54815 -0.02366 -1.137 -1.136 -0.606
Br -2.60185 -0.24938 -0.05690 0.500 0.176 -0.028
H -0.43161 1.53045 -1.34857 -0.697 -0.012 2.112
H 0.44049 -1.99460 -1.11316 0.456 0.556 -0.312
H 0.25455 -1.66548 0.71940 0.830 0.032 -1.078
H -0.87785 0.43196 1.58543 0.613 -0.228 0.086
```
Positions in Å, forces in eV/Å.

In the Löwdin picture, each atom carries the following charge in e:
1 C -0.7765
2 C -0.5055
3 C -0.7058
4 S 0.4979
5 Br 0.7073
6 Br 0.6256
7 H 0.0877
8 H 0.0131
9 H 0.0055
10 H 0.0508



# 2
The following is a DFT calculation (ωB97M-V/def2-TZVPD) of C3H4Br3F as an isolated structure at a distorted geometry.

## Properties
Net charge: 0
ΔE to the lowest compared entry with this formula, charge and spin in kJ/mol: 20.5
Lowest unoccupied orbital energy in eV: 0.107

```
11
Properties=species:S:1:pos:R:3:forces:R:3
C 1.17752 0.21450 -0.51923 1.205 -1.345 -1.265
C 0.26110 -0.45085 0.48751 0.422 2.389 1.817
C -1.20128 0.07161 0.29333 0.587 1.048 0.304
F -1.93416 -0.32292 1.33734 -0.406 -0.300 -0.355
Br 0.19045 -2.33388 0.37475 0.270 -0.837 0.335
Br -1.97055 -0.38845 -1.43940 0.021 -0.281 0.485
Br -1.30974 2.10888 0.32633 0.178 -0.862 0.348
H 1.44601 -0.41743 -1.41873 -0.530 0.420 1.099
H 0.56021 0.99696 -0.88038 0.328 1.206 -0.660
H 2.14744 0.56900 -0.11914 -0.799 -0.082 0.043
H 0.63301 -0.04741 1.55762 -1.276 -1.356 -2.151
```
Positions in Å, forces in eV/Å.

In the Löwdin picture, each atom carries the following charge in e:
1 C -0.2020
2 C -0.8727
3 C -1.2494
4 F -0.0748
5 Br 0.7535
6 Br 0.6919
7 Br 0.6401
8 H 0.0925
9 H -0.0266
10 H 0.0932
11 H 0.1542



# 3
The following is a DFT calculation (ωB97M-V/def2-TZVPD) of C3H4Br3NO2 as an isolated structure at a distorted geometry.

## Properties
Net charge: 0
ΔE to the lowest compared entry with this formula, charge and spin in kJ/mol: 33.3
Lowest unoccupied orbital energy in eV: 0.239

```
13
Properties=species:S:1:pos:R:3:forces:R:3
C 0.00674 1.09919 1.66429 2.686 -0.843 -1.178
C 0.86234 0.11199 1.41924 1.653 2.149 -0.133
C -0.98288 -0.80027 -0.91962 -3.628 1.424 0.867
N 0.14256 -0.62267 -1.44330 2.015 1.100 -1.246
O 0.95758 -1.48055 -1.66277 1.425 -1.252 -0.551
O 0.58140 0.71432 -1.68888 0.321 -0.033 1.504
Br 0.53410 -1.61836 1.87299 0.148 -1.361 0.865
Br -2.15014 0.69806 -0.71072 0.124 -0.658 -0.076
Br -1.64670 -2.47559 -0.57744 -0.188 -0.356 -0.215
H 0.32643 1.02216 -2.55320 -0.552 -0.366 -0.911
H -0.76538 0.98049 2.31186 -2.613 -0.361 1.295
H 0.22226 2.03646 1.23191 0.225 1.109 -0.065
H 1.91170 0.33478 1.05564 -1.615 -0.551 -0.155
```
Positions in Å, forces in eV/Å.

In the Löwdin picture, each atom carries the following charge in e:
1 C -0.1437
2 C -0.7319
3 C -1.2040
4 N -0.4682
5 O -0.0105
6 O 0.0061
7 Br 0.7465
8 Br 0.7610
9 Br 0.7807
10 H 0.1013
11 H 0.0218
12 H 0.0518
13 H 0.0892



# 4
The following is a DFT calculation (ωB97M-V/def2-TZVPD) of a 2-piece molecular cluster, C3H4BrCl overall at a distorted geometry.

## Properties
Net charge: 0
SMILES: ClCBr.C#C
ΔE to the lowest compared entry with this formula, charge and spin in kJ/mol: 222.9
Lowest unoccupied orbital energy in eV: 0.715

```
9
Properties=species:S:1:pos:R:3:forces:R:3
C 1.99190 0.35632 -0.87262 0.364 -0.577 1.057
C 2.04399 -0.02583 0.26167 -0.067 1.106 1.260
C -1.57363 -0.32313 0.19727 -0.085 0.132 -0.131
Cl -2.88615 -0.10812 -0.94206 -0.038 0.477 -0.491
Br -1.46905 1.08253 1.53998 0.046 -0.685 -0.437
H -0.62648 -0.51504 -0.26108 0.598 1.025 -0.651
H 2.20067 0.70371 -1.82121 -0.116 0.276 -1.516
H 2.09494 0.11633 1.34322 -0.168 -0.805 -0.805
H -1.77620 -1.28677 0.55482 -0.535 -0.948 1.714
```
Positions in Å, forces in eV/Å.

In the Löwdin picture, each atom carries the following charge in e:
1 C 0.0080
2 C -0.0195
3 C -1.0653
4 Cl 0.5029
5 Br 0.5646
6 H -0.0255
7 H 0.0044
8 H 0.0427
9 H -0.0123



# 5
The following is a DFT calculation (ωB97M-V/def2-TZVPD) of one molecule with the formula C3H4BrCl at a distorted geometry.

## Properties
Net charge: 0
SMILES: C/C(Cl)=C/Br
ΔE to the lowest compared entry with this formula, charge and spin in kJ/mol: 164.7
Lowest unoccupied orbital energy in eV: 0.718

```
9
Properties=species:S:1:pos:R:3:forces:R:3
C 1.16731 0.78060 -0.14289 0.058 0.333 1.658
C 0.42581 -0.31222 -0.01765 -3.308 1.018 -1.375
C -1.41571 -0.18329 0.00809 5.631 -3.991 1.655
Cl 0.91561 -1.92234 -0.10678 0.527 -0.582 -0.122
Br 3.13346 0.87048 -0.16180 -1.689 -0.119 -0.044
H 0.60041 1.65811 0.23479 1.050 -0.050 -0.971
H -1.41777 -1.27465 0.38359 -1.138 1.968 -0.125
H -1.85388 -0.17029 -0.94506 -0.288 0.666 -1.202
H -1.55526 0.55359 0.74771 -0.843 0.757 0.526
```
Positions in Å, forces in eV/Å.

In the Löwdin picture, each atom carries the following charge in e:
1 C -0.6164
2 C -0.7996
3 C 0.0025
4 Cl 0.6668
5 Br 0.5810
6 H 0.0657
7 H 0.0440
8 H 0.0285
9 H 0.0275



# 6
The following is a DFT calculation (ωB97M-V/def2-TZVPD) of C3H4BrClN2O as an isolated structure at a distorted geometry.

## Properties
⟨S²⟩: 2.014
Net charge: 0
2S+1: 3
ΔE to the lowest compared entry with this formula, charge and spin in kJ/mol: 149.4
Lowest unoccupied orbital energy (alpha / beta) in eV: -0.394 / -3.564

```
12
Properties=species:S:1:pos:R:3:forces:R:3
C -0.27335 -1.06213 0.72829 2.203 0.283 3.625
C 1.00617 -0.11656 0.61763 -0.417 -2.772 -2.800
C -0.39656 1.13613 -0.60081 -0.427 2.368 -4.037
N -1.08152 -0.66730 -0.18982 -3.060 -1.592 -2.579
N 0.87710 0.74401 -0.56183 1.840 -0.889 1.499
O -0.47295 -1.83913 1.65745 0.283 0.221 -0.514
Cl -2.75248 -0.91533 -0.06935 0.226 -0.279 0.249
Br 1.68900 0.16456 -2.14946 -0.425 -0.222 0.270
H 1.18255 0.41608 1.46132 -0.048 1.811 2.696
H 1.83583 -0.73468 0.47958 1.509 -1.005 -0.107
H -0.87603 1.16978 -1.52996 -0.532 0.620 -1.089
H -0.73776 1.70458 0.15696 -1.152 1.456 2.790
```
Positions in Å, forces in eV/Å.

In the Löwdin picture, each atom carries the following charge in e:
1 C -0.5900
2 C -0.1181
3 C -0.2365
4 N -0.3802
5 N -0.5298
6 O 0.0928
7 Cl 0.6925
8 Br 0.7723
9 H 0.0997
10 H 0.0840
11 H 0.0516
12 H 0.0616



# 7
The following is a DFT calculation (ωB97M-V/def2-TZVPD) of a 2-piece molecular cluster, C3H4BrF overall at a distorted geometry.

## Properties
Net charge: 0
ΔE to the lowest compared entry with this formula, charge and spin in kJ/mol: 336.2
Lowest unoccupied orbital energy (alpha / beta) in eV: -0.723 / -0.723

```
9
Properties=species:S:1:pos:R:3:forces:R:3
C 0.10004 -0.07206 -0.74019 0.497 0.733 -1.313
C 0.18776 -0.06609 0.74008 -1.976 0.717 1.933
C 1.37560 -0.24282 -0.01897 1.017 -4.492 -0.488
F 1.64581 -2.27213 -0.09963 -0.610 3.516 0.146
Br 3.14780 0.30300 0.03000 -0.939 -0.016 -0.093
H -0.38243 -0.80293 -1.40657 0.578 -0.023 0.885
H -0.05879 0.93261 -1.03612 0.077 0.834 -1.079
H 0.01285 0.88822 1.24208 0.573 0.307 -0.460
H -0.50759 -0.68413 1.26458 0.782 -1.577 0.468
```
Positions in Å, forces in eV/Å.

In the Löwdin picture, each atom carries the following charge in e:
1 C -0.1143
2 C -0.1675
3 C -0.6478
4 F -0.3845
5 Br 0.8386
6 H 0.1358
7 H 0.0952
8 H 0.1246
9 H 0.1199



# 8
The following is a DFT calculation (ωB97M-V/def2-TZVPD) of a 2-piece molecular cluster, C3H4BrN overall at a distorted geometry.

## Properties
Net charge: 0
SMILES: C=CBr.C#N
ΔE to the lowest compared entry with this formula, charge and spin in kJ/mol: 158.5
Lowest unoccupied orbital energy in eV: 0.585

```
9
Properties=species:S:1:pos:R:3:forces:R:3
C 1.80139 -1.23713 0.05675 -2.009 -0.907 -1.264
C -1.37684 0.34056 0.43802 1.080 -1.215 -1.248
C -0.34000 0.91472 -0.16486 -2.442 0.081 0.302
N 2.77082 -0.72768 0.36852 0.761 0.270 0.473
Br -0.04915 0.56385 -1.99690 0.445 0.012 0.124
H 0.86615 -1.64545 -0.39696 1.452 0.456 0.896
H -1.81741 -0.56147 0.09873 -0.325 -0.716 -1.189
H -1.85304 0.52852 1.33741 0.005 1.325 2.030
H -0.00193 1.82408 0.25927 1.033 0.694 -0.125
```
Positions in Å, forces in eV/Å.

In the Löwdin picture, each atom carries the following charge in e:
1 C -0.1618
2 C -0.0969
3 C -0.6585
4 N 0.0608
5 Br 0.6825
6 H 0.0528
7 H 0.0409
8 H 0.0375
9 H 0.0427



# 9
The following is a DFT calculation (ωB97M-V/def2-TZVPD) of one molecule with the formula C3H4BrN3O2 at a distorted geometry.

## Properties
Net charge: 0
ΔE to the lowest compared entry with this formula, charge and spin in kJ/mol: 81.3
Lowest unoccupied orbital energy in eV: -0.591

```
13
Properties=species:S:1:pos:R:3:forces:R:3
C -0.25311 0.06676 -0.91928 0.068 -0.329 0.013
C -0.45242 1.49257 -0.29106 -0.917 -0.428 -1.102
C 0.56637 -0.78746 -0.01723 0.922 1.929 0.262
N 0.42066 1.60742 0.80030 0.651 1.090 1.144
N 1.06025 0.75220 1.24613 0.006 -1.800 -0.739
N -0.10589 -1.59010 0.94896 -0.046 -0.349 -0.002
O -1.24810 -1.25077 1.21434 -0.459 0.115 0.229
O 0.50489 -2.49438 1.46839 -0.170 -0.300 0.411
Br 2.19472 -1.52810 -0.60914 -0.073 0.159 -0.215
H -1.24255 -0.36737 -1.06892 0.110 0.013 -0.028
H 0.25355 0.17291 -1.87684 -0.043 -0.074 0.058
H -0.23788 2.29396 -0.99843 -0.063 -0.031 0.042
H -1.46048 1.63235 0.10277 0.014 0.005 -0.074
```
Positions in Å, forces in eV/Å.

In the Löwdin picture, each atom carries the following charge in e:
1 C -0.1777
2 C -0.1609
3 C -0.7224
4 N -0.0393
5 N 0.2127
6 N -0.4645
7 O 0.0514
8 O 0.0240
9 Br 0.8065
10 H 0.1201
11 H 0.0993
12 H 0.1222
13 H 0.1284



# 10
The following is a DFT calculation (ωB97M-V/def2-TZVPD) of a 2-piece molecular cluster, C3H4BrNS overall at a distorted geometry.

## Properties
Net charge: 0
SMILES: c1cnsc1.Br
ΔE to the lowest compared entry with this formula, charge and spin in kJ/mol: 49.4
Lowest unoccupied orbital energy in eV: 0.365

```
10
Properties=species:S:1:pos:R:3:forces:R:3
C -1.59056 0.88918 -0.70992 -2.789 -0.995 -0.771
C -2.21405 -0.30583 -1.18957 1.229 -3.462 -0.326
C -0.57610 0.63537 0.10172 1.986 -2.260 0.307
N -1.55556 -1.49615 -0.83667 -1.917 3.188 -0.850
S -0.27782 -1.13059 0.10560 -0.750 2.024 -0.103
Br 3.13221 -0.98918 0.34883 -0.681 -0.202 1.253
H -2.12288 1.80070 -0.85982 0.299 0.798 -0.134
H -3.09486 -0.42672 -1.90720 1.374 0.412 1.296
H 2.25074 -1.23741 1.52045 0.957 0.220 -1.173
H 0.10798 1.32900 0.52837 0.292 0.277 0.502
```
Positions in Å, forces in eV/Å.

In the Löwdin picture, each atom carries the following charge in e:
1 C -0.2212
2 C -0.2212
3 C -0.3499
4 N -0.3627
5 S 0.8473
6 Br 0.2676
7 H 0.0950
8 H 0.1213
9 H -0.2338
10 H 0.0575